No. 1
# C2H4OS3

An isolated molecule of C2H4OS3 (ωB97M-V with the def2-TZVPD basis set, the Open Molecules 2025 dataset).

```
10
Properties=species:S:1:pos:R:3:forces:R:3
C 1.38374 -0.09301 0.14910 2.44 -0.35 0.11
C 0.10033 0.14558 -0.59063 -1.84 0.34 -0.78
S -0.92006 1.73415 -0.17489 0.59 -0.26 0.27
S -1.51948 -0.15718 0.26772 0.88 -0.74 0.28
O -1.33822 -0.59139 1.66548 -0.24 0.56 -1.66
S -3.00565 -0.76806 -0.81000 0.64 0.10 0.55
H 1.18457 -0.55730 1.13041 0.01 -0.13 -0.52
H 1.82708 0.87015 0.42447 -0.19 0.04 -0.12
H 2.33233 -0.63194 -0.36563 -2.83 0.82 0.70
H -0.04464 0.04900 -1.69603 0.53 -0.38 1.16
```
Forces are in eV/Å.

Output
Total charge: 0
HOMO level (eV): -9.33
SMILES string: C[C@@H]1S[S@@]1(=O)=S
Kohn-Sham gap (eV): 8.907
E_LUMO (eV): -0.428

Atomic partial charges in e from the Mulliken method, atoms 1 to 4: number 1, C, carries -0.9348; number 2, C, carries -0.1067; number 3, S, carries -0.0964; number 4, S, carries 0.6581



No. 2
# C22H33N3OS

A structure of composition C22H33N3OS (ωB97M-V with the def2-TZVPD basis set, the Open Molecules 2025 dataset).

```
60
Properties=species:S:1:pos:R:3:forces:R:3
C -3.35375 -1.76787 -0.31694 -0.08 4.58 0.28
C -3.74654 -0.20876 0.08200 0.30 -1.87 -4.73
C -3.63534 0.14186 1.49403 4.29 -9.50 1.70
C -2.01039 -0.01081 1.94681 -0.89 8.29 -1.51
N -1.45870 0.79082 3.20196 -2.30 -6.15 -2.13
C -2.08808 0.11388 4.38103 -4.13 -0.93 -4.81
C -3.42789 0.56114 4.81102 -1.04 7.66 -9.36
H -3.81189 0.44697 5.65489 -2.95 -2.39 7.45
H -4.27787 0.55629 3.94587 1.94 -0.80 2.18
H -3.49569 1.84992 4.88745 0.75 -2.97 -0.25
H -2.35563 -0.95145 4.12020 2.01 0.65 0.65
H -1.44502 0.48929 4.97827 4.51 0.44 5.78
C -1.33378 2.19498 3.08328 -6.96 -4.69 -10.10
C -0.39646 2.38529 2.06599 10.12 3.18 4.32
C 1.05976 2.68619 2.35586 -6.93 -2.64 -0.49
C 1.70281 2.68904 1.15281 5.55 1.91 4.58
C 0.76317 2.79008 0.34754 -6.36 0.01 -11.88
O -0.46745 2.48228 0.80808 -1.76 0.61 -2.75
C 0.59559 3.03250 -1.30318 9.75 -5.07 5.09
N 0.95636 1.53403 -1.92471 6.47 8.48 4.94
C 0.07715 0.93279 -2.45409 -2.52 -10.48 -3.87
N 0.33284 -0.61158 -2.78593 6.46 11.38 9.32
C 1.52681 -1.08851 -2.53151 3.09 -2.64 1.67
C 2.33431 -1.62890 -3.60970 -10.21 5.44 -3.11
C 3.51871 -1.81545 -3.54501 13.61 -8.14 5.45
C 4.03585 -2.19911 -2.04959 3.22 0.71 0.77
C 3.47120 -1.82527 -0.87502 -6.90 3.31 -14.70
C 1.95716 -1.20381 -1.25906 5.48 -2.85 2.58
C 1.33928 -1.00189 0.03363 -3.28 12.23 -6.93
H 0.22663 -0.81268 -0.15311 0.97 0.08 0.20
H 1.29234 -1.59487 0.71953 0.87 -7.22 7.61
H 1.69476 0.17355 0.44290 -0.92 -3.48 -0.71
H 3.65754 -2.00500 -0.00397 2.40 -1.95 9.69
C 5.55410 -2.86714 -1.83658 -5.28 3.29 -0.75
H 5.83659 -2.82468 -0.84473 1.03 0.38 1.61
H 6.00402 -2.44121 -2.63742 2.76 1.96 -1.56
H 5.39881 -3.76631 -2.20088 -0.45 -5.10 -0.99
H 4.11044 -2.61297 -4.17194 -0.91 2.54 0.04
C 1.80102 -1.25482 -4.99470 0.51 -9.32 -1.83
H 2.55175 -1.56156 -5.84478 -1.16 1.38 1.78
H 1.44473 -0.33545 -4.93431 -1.82 4.01 -0.60
H 0.97366 -2.17434 -5.23100 1.33 3.01 0.46
H -0.21832 -0.97516 -3.29002 -9.78 -5.80 -8.99
S -1.36580 1.36010 -2.69295 -6.83 2.02 -1.58
H 1.91415 1.25229 -1.80760 0.13 -0.41 0.04
H -0.29011 3.34171 -1.51584 -5.25 1.86 -1.82
H 1.53263 3.62937 -1.44505 -1.32 -0.17 -0.88
H 2.71892 3.01670 1.19103 0.55 -0.24 -1.04
H 1.41092 2.60636 3.27926 1.74 -0.16 3.74
H -2.35030 2.46447 2.42899 1.44 0.62 2.11
H -1.33663 2.54066 3.94196 0.73 4.38 7.76
H -1.41535 0.39384 1.06429 -0.74 -0.97 0.97
H -1.89624 -0.95742 2.09579 1.40 -5.62 1.00
H -3.81090 1.02189 1.74392 -2.56 7.87 1.96
H -4.14522 -0.67138 2.20353 0.58 1.95 -1.57
H -4.83801 -0.26586 -0.28512 1.55 1.19 0.41
H -2.96702 0.47277 -0.62288 -2.60 -1.57 1.78
H -3.85208 -2.47199 0.18400 -1.89 -2.42 3.39
H -2.34360 -1.91525 -0.23907 2.63 -0.48 0.28
H -3.65996 -2.12958 -1.23922 -0.37 0.60 -2.66
```
Forces are in eV/Å.

Output
Total charge: 0
HOMO level (eV): -7.80
Kohn-Sham gap (eV): 8.468
E_LUMO (eV): 0.668

Atomic partial charges in e from the Mulliken method, atoms 1 to 4: number 1, C, carries -1.5544; number 2, C, carries 0.0109; number 3, C, carries -0.9994; number 4, C, carries -0.7705



No. 3
# C31H47ClInN3O7P

A structure of composition C31H47ClInN3O7P (ωB97M-V with the def2-TZVPD basis set, the Open Molecules 2025 dataset).

```
91
Properties=species:S:1:pos:R:3:forces:R:3
In -0.98320 0.58758 -0.95158 0.10 0.66 1.29
Cl -0.28543 2.84619 -1.11116 -0.18 -0.10 -0.19
P -0.45415 -1.17808 -2.59437 0.23 -0.30 -0.26
C 1.63103 -1.30449 2.87448 -2.56 -0.61 1.04
H 1.77645 -1.70016 3.88604 0.16 -0.28 -0.07
H 1.26729 -2.10310 2.22527 -0.04 0.06 0.06
C -1.08654 -0.49342 -4.20145 -0.03 -0.38 0.24
C -1.46167 -2.62904 -1.99048 -0.18 0.34 -0.22
C -0.69396 -1.28660 -5.44905 -0.11 -0.03 -0.28
H -2.18386 -0.56298 -4.06684 0.23 0.07 -0.05
C -1.48852 -0.75884 -6.65033 -0.05 0.04 0.04
H 0.38402 -1.16537 -5.63896 -0.25 0.03 0.05
H -0.88236 -2.36214 -5.32065 0.07 0.31 -0.07
C -1.30359 0.74912 -6.87063 0.20 -0.01 -0.03
H -1.18939 -1.30825 -7.54997 -0.11 0.09 0.05
H -2.55362 -0.96834 -6.48096 0.11 -0.02 -0.02
C -1.46059 1.58493 -5.59420 -0.16 -0.14 0.11
H -0.30468 0.92667 -7.29038 -0.05 -0.05 0.05
H -2.02405 1.09654 -7.61944 0.13 -0.03 0.03
C -0.71351 0.99100 -4.39235 0.07 0.11 0.12
H -1.10334 2.60681 -5.77147 -0.10 -0.17 0.04
H -2.52652 1.66200 -5.33893 0.14 -0.02 0.00
H 0.37293 1.07894 -4.55022 -0.26 -0.06 0.02
H -0.93234 1.59045 -3.49325 0.02 -0.17 -0.35
C 1.33409 -1.66045 -2.70182 -0.26 -0.01 0.33
C -0.77568 -3.33005 -0.79866 0.28 0.08 0.00
H -2.38368 -2.14881 -1.60763 0.23 -0.11 -0.09
C -1.60472 -4.51726 -0.28846 -0.18 0.14 -0.06
H 0.22445 -3.68420 -1.09964 -0.25 0.01 0.02
H -0.62292 -2.61599 0.02659 -0.03 -0.12 -0.24
C -2.02116 -5.48118 -1.40513 0.14 0.06 -0.03
H -1.02838 -5.05198 0.47610 -0.13 0.13 -0.10
H -2.50348 -4.12722 0.20927 0.13 -0.04 -0.07
C -2.68765 -4.76484 -2.58422 -0.07 0.12 0.10
H -1.13520 -6.02174 -1.76376 -0.03 0.05 -0.01
H -2.70700 -6.23471 -1.00190 0.11 0.05 -0.06
C -1.85888 -3.58935 -3.11673 0.08 -0.25 -0.11
H -2.86980 -5.47255 -3.40084 -0.05 0.07 0.10
H -3.66484 -4.37903 -2.26443 0.08 -0.06 -0.02
H -0.95673 -3.97491 -3.61716 -0.25 0.04 0.13
H -2.43924 -3.05362 -3.88329 0.13 -0.12 0.20
C 2.22501 -0.47859 -3.12119 0.04 0.10 0.01
H 1.57741 -1.92292 -1.65391 -0.04 0.25 -0.21
C 3.70313 -0.85924 -2.95778 -0.05 -0.13 0.11
H 2.02507 -0.23033 -4.17679 0.07 -0.11 0.19
H 1.99897 0.42816 -2.53534 0.06 -0.31 -0.04
C 4.05884 -2.12528 -3.74701 -0.13 0.08 -0.14
H 4.33335 -0.02441 -3.28573 -0.08 -0.13 0.09
H 3.91273 -1.02294 -1.89120 -0.11 0.14 -0.11
C 3.10277 -3.29279 -3.47023 -0.01 0.04 0.19
H 4.03821 -1.89301 -4.82017 -0.02 -0.02 0.04
H 5.08427 -2.43181 -3.51154 -0.12 0.04 -0.06
C 1.61922 -2.90292 -3.55750 0.02 -0.09 -0.23
H 3.29618 -4.11060 -4.17407 0.01 0.06 0.12
H 3.29900 -3.68579 -2.46319 -0.02 0.06 -0.09
H 1.35196 -2.70330 -4.60573 0.12 -0.05 0.25
H 1.00208 -3.75363 -3.23273 0.23 0.25 -0.06
C 2.26869 0.39525 1.06155 0.99 -4.56 1.65
C 2.74490 -0.63486 2.32442 2.02 3.37 -3.77
H 1.78525 -0.10962 0.20762 0.50 0.18 0.10
C 3.59990 0.14065 3.32902 -0.02 0.11 -0.24
H 3.38992 -1.35182 1.80311 -0.01 -0.22 0.39
C 3.06758 1.54152 3.64129 -0.02 0.01 0.09
H 3.70584 -0.43079 4.26459 -0.01 0.01 -0.15
H 4.59612 0.23020 2.87919 0.04 0.13 0.18
C 3.07155 2.45142 2.41756 -0.20 -0.29 -0.67
H 2.04809 1.48207 4.05012 0.22 -0.10 -0.11
H 3.69677 1.99037 4.42137 -0.09 0.00 -0.01
C 2.44554 1.81003 1.12720 -0.33 2.15 -0.15
H 2.51363 3.36621 2.64942 0.12 -0.07 -0.03
H 4.09295 2.77542 2.17332 -0.03 -0.21 0.21
H 1.46970 2.29313 0.95088 0.28 0.43 0.17
H 3.06808 2.10547 0.26243 0.04 0.68 -0.01
O -5.33074 2.54250 4.58689 1.35 -1.19 0.67
N -4.41889 1.74942 4.90959 -1.07 0.69 0.99
O -4.16723 1.44523 6.09397 -0.33 0.42 -1.71
C -3.63343 1.16934 3.85350 0.55 -0.43 -0.62
C -3.97412 1.45247 2.52056 0.21 -0.13 0.18
C -3.20426 0.93153 1.47350 -0.34 -0.01 0.07
C -2.02739 0.16802 1.77181 0.21 0.00 0.21
O -1.17366 -0.28169 0.89856 -0.41 -0.31 -0.03
C -1.72656 -0.11189 3.13591 -1.00 0.29 -0.49
C -2.53714 0.34591 4.16391 0.42 -0.01 0.01
N -0.57650 -0.93368 3.36943 -0.38 2.04 0.79
O 0.59208 -0.29462 2.99431 -0.15 -0.68 0.33
O -0.60255 -2.15974 3.43916 -0.76 -1.95 0.06
N -3.65811 1.17481 0.13991 0.69 0.08 2.29
O -4.58952 1.95695 -0.05810 -1.08 0.80 -0.38
O -3.14950 0.50468 -0.86451 1.30 -0.85 -1.55
H -4.84758 2.06000 2.29921 0.30 -0.18 0.00
H -2.26621 0.08083 5.18474 -0.25 0.25 -0.20
```
Forces are in eV/Å.

Output
Total charge: -1
HOMO level (spin up / spin down) (eV): -1.23 / -1.22
Kohn-Sham gap (spin up / spin down) (eV): 3.071 / 3.065
E_LUMO (spin up / spin down) (eV): 1.841 / 1.841

Atomic partial charges in e from the Mulliken method, atoms 1 to 4: number 1, In, carries 1.6989; number 2, Cl, carries -0.4590; number 3, P, carries -1.3399; number 4, C, carries -0.6517



No. 4
# H3O2PS

An isolated molecule of H3O2PS (ωB97M-V with the def2-TZVPD basis set, the Open Molecules 2025 dataset).

```
7
Properties=species:S:1:pos:R:3:forces:R:3
O 0.11868 -1.29336 0.47436 -0.70 -0.31 -0.80
P -0.28305 0.20769 -0.14893 1.91 -2.85 -1.96
O 0.60048 1.22487 0.68338 2.19 0.69 -0.17
S -2.17001 0.42042 -0.13540 0.11 0.51 -0.25
H -0.45076 -2.10964 0.23341 1.06 2.53 0.41
H 0.60921 0.12365 -1.52515 -1.89 0.32 2.32
H 1.57544 1.42637 0.41833 -2.68 -0.89 0.46
```
Forces are in eV/Å.

Output
Total charge: 0
HOMO level (eV): -9.43
SMILES string: O[PH](O)=S
Kohn-Sham gap (eV): 9.793
E_LUMO (eV): 0.361

Atomic partial charges in e from the Mulliken method, atoms 1 to 4: number 1, O, carries -0.4982; number 2, P, carries 0.5392; number 3, O, carries -0.4732; number 4, S, carries -0.3504



No. 5
# C4H10O2

A cluster of 2 separate species, C4H10O2 in total (ωB97M-V with the def2-TZVPD basis set, the Open Molecules 2025 dataset).

```
16
Properties=species:S:1:pos:R:3:forces:R:3
C 2.49999 -0.81648 -0.09728 -0.08 0.18 -0.40
O 1.48712 0.10608 0.31719 -0.88 0.53 -1.19
C -0.03312 0.38743 -0.81758 1.35 -0.22 0.51
C -0.95915 0.25359 0.34110 0.47 0.85 -0.06
C -2.45912 0.59400 0.21312 0.25 -0.24 -0.07
O -0.58319 -0.87435 1.02895 1.17 0.06 0.34
H 2.11996 -1.51254 -0.85537 0.05 0.06 0.00
H 3.35080 -0.26545 -0.50887 -0.10 -0.06 -0.07
H 2.88972 -1.44474 0.73087 -0.56 0.55 -0.09
H 0.29513 -0.42760 -1.43636 -0.40 -0.38 -0.30
H -0.10309 1.37027 -1.31252 0.79 -0.36 0.33
H -0.52547 1.16013 0.81603 -0.36 0.16 0.80
H -2.86540 0.66992 1.22958 0.16 -0.08 -0.24
H -3.04613 -0.15308 -0.32702 0.21 -0.02 0.01
H -2.60626 1.57279 -0.26940 0.16 -0.31 0.08
H 0.53821 -0.61998 0.94757 -2.23 -0.72 0.34
```
Forces are in eV/Å.

Output
Total charge: 0
HOMO level (eV): -9.24
Kohn-Sham gap (eV): 9.495
E_LUMO (eV): 0.252

Atomic partial charges in e from the Mulliken method, atoms 1 to 4: number 1, C, carries -0.6558; number 2, O, carries -0.5504; number 3, C, carries -0.4251; number 4, C, carries 0.5748



No. 6
# C7H9N

An isolated molecule of C7H9N (ωB97M-V with the def2-TZVPD basis set, the Open Molecules 2025 dataset).

```
17
Properties=species:S:1:pos:R:3:forces:R:3
C 0.50223 -2.16380 -0.25705 3.72 -3.02 0.03
C -0.14230 -1.02920 -0.05125 -1.38 1.30 -0.58
C -1.58430 -0.67370 -0.13775 -0.51 -1.22 -0.14
C -1.80702 0.66560 -0.21191 -2.27 -2.04 0.73
C -0.59092 1.39680 0.07781 2.21 -0.27 0.57
C 0.28873 1.10454 1.40005 -3.60 -4.18 -2.90
C 0.52120 0.32044 0.01766 2.99 1.95 0.01
N 1.81537 0.31510 -0.84656 0.80 2.42 4.76
H 0.20557 -3.30121 -0.54726 -0.04 3.24 1.00
H 1.72099 -2.09727 -0.10866 -3.29 -0.09 -0.66
H -2.32759 -1.51458 -0.10653 0.51 1.24 -0.34
H -2.87944 0.98762 -0.36280 1.57 0.25 0.33
H -0.42376 2.41608 -0.19729 0.10 0.25 -0.80
H -0.37990 0.37045 1.98696 1.66 1.59 0.02
H 0.83849 1.90481 1.79630 0.77 0.66 0.42
H 2.56729 1.09642 -0.65448 -2.51 -2.00 -0.41
H 1.67535 0.20192 -1.79724 -0.74 -0.07 -2.03
```
Forces are in eV/Å.

Output
Total charge: 0
HOMO level (eV): -8.21
SMILES string: C=C1C=C[C@H]2C[C@@]12N
Kohn-Sham gap (eV): 9.040
E_LUMO (eV): 0.833

Atomic partial charges in e from the Mulliken method, atoms 1 to 4: number 1, C, carries -0.6379; number 2, C, carries 0.0267; number 3, C, carries -0.4942; number 4, C, carries -0.4319



No. 7
# C4H7N3O2

An isolated molecule of C4H7N3O2 (ωB97M-V with the def2-TZVPD basis set, the Open Molecules 2025 dataset).

```
16
Properties=species:S:1:pos:R:3:forces:R:3
H -1.68334 1.90136 -2.07260 1.51 1.55 1.23
N -0.73956 2.16606 -1.59720 -3.81 2.30 -4.01
C -0.47875 1.15739 -0.98759 -4.18 -2.86 2.36
O -1.44435 0.17167 -0.38141 1.79 1.05 -0.76
C -0.63386 -0.69806 0.38318 2.28 0.39 -2.03
C -1.21407 -1.90942 0.86851 -3.40 -1.69 0.72
C 0.67597 -0.41712 0.20643 -6.46 2.74 -2.07
O 1.78169 -0.91856 0.53810 2.46 -4.87 6.34
N 0.66325 0.71928 -0.65638 9.19 -1.01 4.35
N 1.91997 1.51239 -0.29001 -0.40 2.95 -2.93
H -0.47385 -2.73239 1.24765 -1.47 1.38 -1.22
H -1.73853 -1.51537 1.76422 -0.28 -1.12 0.00
H -2.18088 -2.23146 0.09012 3.15 0.33 2.19
H 1.51891 -1.53186 1.54123 1.49 2.69 -4.78
H 2.14012 2.10306 -1.26811 -0.85 -1.70 3.78
H 1.88726 2.22305 0.61383 -1.02 -2.13 -3.16
```
Forces are in eV/Å.

Output
Total charge: 0
HOMO level (eV): -7.52
SMILES string: [H]/N=c1\oc(C)c(O)n1N
Kohn-Sham gap (eV): 7.454
E_LUMO (eV): -0.063

Atomic partial charges in e from the Mulliken method, atoms 1 to 4: number 1, H, carries 0.2818; number 2, N, carries -0.6365; number 3, C, carries 0.2847; number 4, O, carries -0.4234



No. 8
# C3H4NO

The ion C3H4NO with charge +1 (ωB97M-V with the def2-TZVPD basis set, the Open Molecules 2025 dataset).

```
9
Properties=species:S:1:pos:R:3:forces:R:3
C -2.06427 0.46141 -0.05212 -2.67 15.57 -2.18
C 0.22451 0.71526 -0.32850 -0.57 2.69 2.08
C -0.50295 -0.45264 0.26779 5.88 -3.47 1.91
N -1.05178 0.99060 0.38303 5.51 0.75 1.77
O -2.75482 -0.37065 -0.23003 -7.17 -12.96 -1.30
H 1.03649 1.35086 0.14054 -0.59 -1.76 0.05
H 0.12268 0.90498 -1.32177 -0.14 -0.03 -3.03
H -0.79911 -1.30077 -0.34386 -0.15 0.29 -0.49
H -0.08650 -0.66780 1.21046 -0.11 -1.08 1.19
```
Forces are in eV/Å.

Output
Total charge: +1
HOMO level (spin up / spin down) (eV): -12.13 / -18.56
Kohn-Sham gap (spin up / spin down) (eV): 7.232 / 7.179
<S²>: 2.007
E_LUMO (spin up / spin down) (eV): -4.893 / -11.380
Multiplicity: 3

Atomic partial charges in e from the Mulliken method, atoms 1 to 4: number 1, C, carries 0.3354; number 2, C, carries -0.1857; number 3, C, carries -0.3271; number 4, N, carries -0.0371



What did we get for molecular weight? Answer: 140.25, 387.59, 754.98, 98.06, 90.12, 107.16, 129.12, 70.07 g mol⁻¹, in the order shown.